{"formula": "CHClO4S", "method": "ωB97M-V/def2-TZVPD", "species": ["C", "O", "O", "O", "O", "S", "Cl", "H"], "positions_angstrom": [[-0.6261, 0.8802, 2.1033], [-0.1778, -0.0323, 2.6832], [0.4144, -0.3014, -2.3834], [1.2748, -0.4083, -0.1929], [-1.0537, 1.7209, 1.4180], [0.5464, -1.2923, -1.0656], [-1.3991, -1.0106, -0.3532], [1.0212, 0.4437, -2.2093]], "mulliken_charge": [0.788, -0.392, -0.439, -0.504, -0.391, 0.774, -0.191, 0.355], "energy_ev": -32600.9700, "total_charge": 0, "relative_energy_kj_mol": 10.2, "e_homo_ev": -11.222}